[1]
The following is a quantum chemistry calculation of a 2-piece molecular cluster, C4H12NS2 overall at a distorted geometry, from OMol25.

As for the total charge: +1. The largest force on an atom comes out at 1.25 eV/A. The value obtained for the lowest unoccupied orbital energy is -4.961 eV. The HOMO energy comes out at -0.47150 Eh. The calculation puts the gap between HOMO and LUMO at 0.2892 Eh.

```
19
Properties=species:S:1:pos:R:3:mulliken_charge:R:1
S -0.55027 3.04228 -0.86243 -0.12
S -1.56175 1.40884 0.00945 -0.11
N 1.18658 -0.06288 0.89511 0.29
C 1.47006 -1.10170 1.89317 -0.76
C -1.55330 0.24481 -1.40806 -0.29
C 2.10337 0.50604 0.20909 0.05
C -2.07127 -1.12194 -0.98322 -0.97
H 0.92215 -2.01466 1.62229 0.31
H 1.09313 -0.75641 2.85324 0.34
H 2.52951 -1.30611 1.91548 0.30
H 3.15246 0.19908 0.31815 0.25
H -0.49985 0.22151 -1.76415 0.30
H 0.19910 0.22759 0.79248 -0.12
H 1.84913 1.29918 -0.50677 0.15
H -3.08592 -1.04425 -0.56172 0.33
H 0.56491 2.93702 -0.12632 0.10
H -2.15609 0.70826 -2.20355 0.42
H -1.42589 -1.59334 -0.24484 0.20
H -2.16608 -1.79332 -1.84741 0.33
```

[2]
The following is a quantum chemistry calculation of a 2-piece molecular cluster, C4H12O overall at a distorted geometry, from OMol25.

As for the SMILES: CCCC.O. As for the total charge: 0. The largest force on an atom comes out at 2.42 eV/A. The value obtained for the lowest unoccupied orbital energy is 0.848 eV. The HOMO energy comes out at -0.39114 Eh. The calculation puts the gap between HOMO and LUMO at 0.4223 Eh.

```
17
Properties=species:S:1:pos:R:3:mulliken_charge:R:1
O -0.99147 3.36750 0.74392 -0.63
C 1.14008 0.55972 -0.41385 -1.10
C 0.09113 -0.02794 0.50768 -0.41
C 0.21164 -2.29383 -0.61729 -1.08
C -0.73373 -1.14210 -0.20147 -0.49
H 0.56613 -0.40318 1.40758 0.34
H 0.39480 -2.16014 -1.66909 0.26
H 0.77436 0.68423 -1.43239 0.30
H -1.91951 3.26454 0.99363 0.31
H 2.02866 -0.07260 -0.48257 0.33
H 1.49302 1.54767 -0.11147 0.32
H -0.55304 3.74645 1.50682 0.31
H 1.15022 -2.26311 -0.07601 0.30
H -1.38811 -1.49429 0.60009 0.30
H -0.30050 -3.25563 -0.59373 0.34
H -0.68026 0.65188 0.86984 0.22
H -1.28344 -0.70917 -1.03168 0.37
```

[3]
The following is a quantum chemistry calculation of a 2-piece molecular cluster, C4H12O overall at a distorted geometry, from OMol25.

As for the SMILES: CCO.CC. As for the total charge: 0. The largest force on an atom comes out at 1.73 eV/A. The value obtained for the lowest unoccupied orbital energy is 1.022 eV. The HOMO energy comes out at -0.37528 Eh. The calculation puts the gap between HOMO and LUMO at 0.4129 Eh.

```
17
Properties=species:S:1:pos:R:3:mulliken_charge:R:1
O -1.14241 -0.32040 -1.04818 -0.53
C 1.65614 -0.87234 0.75196 -0.47
C -0.99774 1.11232 -0.95154 -0.06
C -2.20772 1.80730 -1.58193 -1.21
C 1.64964 -1.77344 1.98585 -1.01
H 2.05324 0.09899 1.06652 0.29
H -1.02802 1.29953 0.11277 0.27
H 2.29312 -1.22212 -0.05187 0.40
H -2.14594 2.88380 -1.40090 0.34
H -2.14121 1.69691 -2.65774 0.31
H 0.64483 -0.77304 0.40746 -0.17
H 1.18486 -1.34666 2.87522 0.29
H -0.07689 1.42735 -1.43006 0.29
H 2.65555 -2.04215 2.30619 0.31
H -3.19314 1.42783 -1.31846 0.32
H 1.10353 -2.69375 1.75376 0.29
H -0.30782 -0.71015 -0.81907 0.33
```

[4]
The following is a quantum chemistry calculation of a 2-piece molecular cluster, C4H12O overall at a distorted geometry, from OMol25.

As for the SMILES: CCO.CC. As for the total charge: 0. The largest force on an atom comes out at 1.42 eV/A. The value obtained for the lowest unoccupied orbital energy is 0.883 eV. The HOMO energy comes out at -0.37699 Eh. The calculation puts the gap between HOMO and LUMO at 0.4094 Eh.

```
17
Properties=species:S:1:pos:R:3:mulliken_charge:R:1
O 3.00101 1.12763 0.58267 -0.53
C 0.78827 1.66984 1.45877 -0.80
C -1.85737 -1.95983 -1.52250 -0.88
C -1.61777 -0.51707 -1.02642 -0.70
C 1.83509 0.58177 1.18865 -0.20
H 2.14166 0.18210 2.15520 0.22
H -0.21996 1.26689 1.29679 0.21
H -2.45304 -1.96479 -2.42974 0.27
H -0.91986 -2.50017 -1.65092 0.28
H 3.08265 0.80409 -0.31595 0.30
H -0.63817 -0.16726 -1.33290 0.21
H 1.41878 -0.24477 0.61992 0.24
H 0.90962 2.38591 0.63983 0.25
H 0.90189 2.18023 2.41235 0.31
H -2.34378 -2.55261 -0.73697 0.26
H -2.36099 0.18644 -1.39798 0.39
H -1.66803 -0.47840 0.05920 0.19
```

[5]
The following is a quantum chemistry calculation of a 2-piece molecular cluster, C4H12O2 overall at a distorted geometry, from OMol25.

As for the total charge: -1. Its expectation value of S² is 0.750. The largest force on an atom comes out at 1.33 eV/A. The value obtained for the lowest unoccupied orbital energy (spin up / spin down) is 3.671 / 3.612 eV. The HOMO energy (spin up / spin down) comes out at 0.03698 / -0.24696 Eh. Its multiplicity is 2. The calculation puts the gap between HOMO and LUMO (spin up / spin down) at 0.0979 / 0.3797 Eh.

```
18
Properties=species:S:1:pos:R:3:lowdin_spin:R:1
O 2.55777 -0.43195 0.55189 0.03
O -1.28606 2.60133 0.29897 0.37
C 0.45372 -0.29932 -0.63573 0.08
C -0.28021 -1.23027 0.35818 0.01
C -1.65486 -0.63258 0.62774 0.08
C 1.96080 -0.49312 -0.73025 0.04
H 0.32894 0.73689 -0.31788 0.03
H -1.19065 3.54313 0.06244 0.11
H -2.23743 -0.47485 -0.28152 0.03
H 2.47109 0.43868 0.94842 0.02
H -1.78405 2.25462 -0.47082 0.12
H -1.57534 0.29154 1.20043 0.03
H -2.25190 -1.29823 1.27794 0.01
H 2.28754 -1.44270 -1.15660 0.00
H -0.10701 -0.38087 -1.56305 0.03
H -0.38280 -2.23251 -0.06275 0.00
H 0.34456 -1.26148 1.25149 0.00
H 2.34591 0.31171 -1.35891 0.02
```

[6]
The following is a quantum chemistry calculation of a 2-piece molecular cluster, C4H12O2S2 overall at a distorted geometry, from OMol25.

As for the SMILES: CSSCCCO.O. As for the total charge: 0. The largest force on an atom comes out at 4.37 eV/A. The value obtained for the lowest unoccupied orbital energy is 0.481 eV. The HOMO energy comes out at -0.28651 Eh. The calculation puts the gap between HOMO and LUMO at 0.3042 Eh.

```
20
Properties=species:S:1:pos:R:3:mulliken_charge:R:1
S 3.31875 0.79769 1.81299 -0.07
S 1.49655 1.13682 2.79384 -0.09
O -1.97803 -1.20847 0.61040 -0.55
O -2.38729 1.03637 -4.47296 -0.62
C -0.26003 0.43369 0.86190 0.01
C 0.22389 -0.01492 2.20231 -0.91
C -0.95626 -0.49030 -0.02220 -0.56
C 2.84162 -0.16615 0.33083 -0.74
H 3.75606 -0.48859 -0.21339 0.36
H -1.32708 -0.02313 -0.92452 0.39
H -0.42634 -0.13459 3.02745 0.45
H -2.92697 -0.95108 0.50302 0.30
H 2.30222 -1.21219 0.44719 0.22
H -0.96370 1.20471 0.99975 0.34
H -2.63046 0.08384 -4.39122 0.31
H 0.54219 0.89296 0.14717 0.10
H 0.47517 -1.07326 2.07788 0.32
H -2.98287 1.15912 -5.22564 0.31
H -0.32326 -1.45994 -0.25072 0.15
H 2.20584 0.47742 -0.31409 0.29
```

[7]
The following is a quantum chemistry calculation of C4H12O2S2Sn as an isolated structure at a distorted geometry, from OMol25.

As for the total charge: +2. The largest force on an atom comes out at 3.61 eV/A. The value obtained for the lowest unoccupied orbital energy is -10.606 eV. The HOMO energy comes out at -0.60254 Eh. The calculation puts the gap between HOMO and LUMO at 0.2128 Eh.

```
21
Properties=species:S:1:pos:R:3:mulliken_charge:R:1
Sn 2.22749 -0.65020 2.15203 1.57
S -1.10060 -1.84891 0.19279 0.57
S 1.01043 2.93549 0.69954 0.53
O 0.72985 1.49720 1.15482 -0.57
O 0.41461 -1.65872 0.35376 -0.59
C -1.57271 -3.10998 1.41517 -0.93
C 2.44697 2.80994 -0.39147 -0.88
C -0.21928 3.37926 -0.52814 -0.96
C -1.36162 -2.88587 -1.27667 -0.98
H -1.19962 3.36440 -0.05306 0.37
H -1.37422 -4.15314 1.17176 0.34
H -2.66477 -3.04501 1.37613 0.38
H -1.22201 -2.85056 2.40992 0.32
H 2.90357 3.78698 -0.55972 0.38
H -2.36774 -3.30201 -1.34327 0.42
H -1.16077 -2.34378 -2.19615 0.33
H -0.05192 4.44451 -0.70529 0.42
H -0.12189 2.74375 -1.40280 0.34
H -0.70780 -3.74353 -1.11521 0.35
H 3.24924 2.19524 0.01444 0.29
H 2.14277 2.43494 -1.36861 0.30
```

[8]
The following is a quantum chemistry calculation of a 3-piece molecular cluster, C4H12O3 overall at a distorted geometry, from OMol25.

As for the SMILES: CC(C)C=O.O.O. As for the total charge: 0. The largest force on an atom comes out at 2.02 eV/A. The value obtained for the lowest unoccupied orbital energy is 0.544 eV. The HOMO energy comes out at -0.37562 Eh. The calculation puts the gap between HOMO and LUMO at 0.3956 Eh.

```
19
Properties=species:S:1:pos:R:3:mulliken_charge:R:1
O 0.86097 0.22723 -1.84695 -0.54
O -0.71118 -1.91078 -2.69260 -0.64
O -3.05256 -0.78695 0.10917 -0.64
C 0.30489 0.55649 0.49402 0.91
C 0.65882 1.75051 1.44280 -1.44
C 1.18783 -0.67338 0.71322 -1.33
C 0.53844 0.97126 -0.95388 -0.12
H -0.16870 2.44074 1.55888 0.37
H -0.58157 -0.96205 -2.81541 0.35
H 1.10457 -0.91250 1.79311 0.41
H 0.39336 2.03373 -1.19279 0.41
H 2.25159 -0.51708 0.49544 0.33
H 0.85686 -1.61069 0.25745 0.26
H -2.22413 -1.16050 -0.21617 0.33
H -0.76185 0.29080 0.60142 0.00
H 1.53956 2.29253 1.05901 0.36
H 1.04309 1.39477 2.40082 0.37
H -3.26987 -1.28364 0.91181 0.33
H 0.02988 -2.14047 -2.11935 0.30
```

[9]
The following is a quantum chemistry calculation of a 3-piece molecular cluster, C4H12O3 overall at a distorted geometry, from OMol25.

As for the SMILES: C/C=C/CO.O.O. As for the total charge: 0. The largest force on an atom comes out at 4.23 eV/A. The value obtained for the lowest unoccupied orbital energy is 0.229 eV. The HOMO energy comes out at -0.32324 Eh. The calculation puts the gap between HOMO and LUMO at 0.3317 Eh.

```
19
Properties=species:S:1:pos:R:3:mulliken_charge:R:1
O 0.01012 -3.19621 1.48884 -0.63
O 1.29689 0.51664 0.81176 -0.52
O -0.07801 -0.99418 3.62922 -0.64
C -1.46103 1.18728 -3.38328 -0.81
C -0.66388 0.71183 -2.13758 -0.02
C 1.20496 1.39740 -0.39511 -0.33
C -0.27979 1.44377 -1.05005 -0.44
H 1.48511 2.43789 -0.07892 0.25
H -0.04694 -3.14032 0.52643 0.32
H -0.47275 -0.43969 -2.16252 0.24
H -0.20908 -1.43729 2.80321 0.22
H 0.57754 -0.23200 0.78532 0.30
H -2.16381 0.40933 -4.00686 0.27
H 1.95456 1.00060 -1.01974 0.29
H -0.85276 -2.78447 1.66750 0.36
H -1.06416 2.04538 -0.49284 0.29
H -0.58459 1.60428 -4.05555 0.21
H -2.11410 2.00838 -3.01636 0.27
H 0.85740 -0.52373 3.40798 0.36
```

[10]
The following is a quantum chemistry calculation of a 3-piece molecular cluster, C4H12O3 overall at a distorted geometry, from OMol25.

As for the SMILES: CC(C)C=O.O.O. As for the total charge: 0. The largest force on an atom comes out at 4.79 eV/A. The value obtained for the lowest unoccupied orbital energy is 0.668 eV. The HOMO energy comes out at -0.35811 Eh. The calculation puts the gap between HOMO and LUMO at 0.3827 Eh.

```
19
Properties=species:S:1:pos:R:3:mulliken_charge:R:1
O 4.27094 -0.72897 -3.68532 -0.64
O 1.08423 5.84448 0.93227 -0.65
O -0.73798 0.63185 -0.95550 -0.51
C -0.91756 -1.38801 0.42544 0.77
C -0.61857 -0.65065 1.78504 -1.23
C -1.23940 -0.49343 -0.72658 -0.20
C -1.86781 -2.63016 0.39361 -1.03
H -0.41684 -1.44541 2.51011 0.37
H 0.11835 -1.65379 0.04617 0.09
H -2.82642 -2.33910 -0.09767 0.30
H 1.42527 6.55967 0.39860 0.32
H 0.29927 -0.02585 1.82509 0.31
H -2.12612 -3.06880 1.42090 0.29
H 3.61424 -0.85531 -2.95291 0.33
H 4.31875 0.18710 -3.79540 0.31
H -1.36379 -3.43779 -0.14226 0.30
H -2.17677 -0.69243 -1.28549 0.25
H 0.69836 6.27361 1.76203 0.33
H -1.53816 -0.08698 2.14187 0.29
```

Calculated energy above the lowest of the compared OMol25 structures with the same formula, charge and spin, 23.4; 6.7; 15.6; 15.5; 1.6; 39.0; 25.7; 12.2; 90.6; 32.3 kcal per mole (same order as the records).
Calculated electronic energy, -1010.458239; -234.822000; -234.807829; -234.807856; -310.025965; -1106.379142; -1320.029817; -385.302371; -385.177303; -385.270334 Ha (same order as the records).